[1]
C27H33NO5 | the ωB97M-V functional and the def2-TZVPD basis

```
66
Properties=species:S:1:pos:R:3:forces:R:3:mulliken_charge:R:1
H 1.69600 -3.55553 2.48615 0.1 0.0 0.0 0.46
H 3.17301 5.32880 1.98037 0.0 0.0 0.0 0.35
H -2.12533 -1.26721 0.38007 -0.1 0.1 0.0 0.03
O -5.64026 0.83357 -0.18527 0.3 0.2 0.1 -0.47
H -2.01679 -0.61842 -2.56552 0.0 -0.1 -0.1 0.39
O 3.32772 -1.46935 -3.26220 0.2 0.0 -0.2 -0.65
C 1.50446 0.02712 -2.86435 0.4 -0.2 -0.3 -0.94
H 1.40261 3.51721 -1.94536 0.0 0.0 -0.1 0.41
C 3.82453 -2.32549 0.73727 0.0 0.0 0.0 -1.09
C 2.18109 2.90563 1.28257 -0.1 0.0 -0.1 0.55
H -0.20991 2.00845 -2.78031 0.1 -0.1 0.1 0.53
C 1.91865 -3.45456 -0.24275 0.0 0.0 -0.1 -1.75
H 1.51904 -3.71720 -1.22539 0.0 -0.1 0.1 0.37
H -0.05754 0.44991 0.63306 0.0 -0.1 0.1 0.50
H -6.60414 -0.25272 -1.66878 0.0 0.0 0.0 0.34
H 4.13858 -3.30175 1.10419 0.0 0.0 0.1 0.34
H 4.51823 4.27699 1.45324 0.0 0.0 0.0 0.34
C -3.60619 1.98634 -0.24268 -0.2 -0.1 0.0 -0.91
H -4.33927 -0.89647 -1.86561 -0.1 -0.1 0.0 0.39
O 0.22171 0.04972 -2.27900 -0.2 -0.1 0.1 -0.03
O 2.92138 3.30240 2.35421 -0.2 -0.3 0.0 -0.45
C 0.80081 -2.94704 0.63431 0.0 -0.1 -0.2 0.42
H -3.84813 -1.25373 1.97200 0.0 0.0 0.0 0.31
C -1.70431 1.18624 -1.48157 0.1 -0.2 -0.2 -0.46
C -3.78329 -0.04213 -1.51190 -0.4 -0.1 0.1 -0.22
H 1.47182 -2.09420 -2.62659 0.0 0.1 0.0 0.06
H 1.42627 0.06414 -3.95999 0.0 0.0 0.1 0.32
C -0.11774 -2.49503 2.81830 -0.2 0.1 0.1 -0.97
H 3.29836 -1.79415 1.54216 0.0 0.0 0.0 0.33
C -1.29557 -1.75984 0.86180 -0.3 0.1 0.2 0.01
C 2.57167 -1.21625 -0.97102 -0.2 0.0 -0.3 -0.34
H 4.23187 4.55962 3.18766 0.0 0.0 -0.1 0.25
C 1.36489 1.78994 1.48535 0.1 0.0 0.1 -0.49
H -4.07085 2.71017 0.40811 -0.1 0.1 0.1 0.42
H -6.04531 -1.20189 -0.26222 0.0 0.0 0.0 0.32
H 3.40552 -0.51336 -0.88312 0.0 0.0 0.0 0.66
N 3.01574 -2.50369 -0.45374 0.2 0.0 -0.2 0.19
C 2.18979 -1.27951 -2.45250 -0.3 0.2 0.5 0.19
H -1.72466 2.98052 -0.30814 0.0 0.1 0.1 0.45
C 0.57549 1.30856 0.46603 0.1 0.2 0.0 0.37
H 2.11375 0.87398 -2.52933 0.0 0.0 0.0 0.42
O -2.11625 -1.30853 3.11497 0.4 -0.3 0.1 -0.51
H 1.72617 -0.80851 -0.40119 0.1 0.0 0.0 -0.23
C 1.38880 3.02488 -0.98251 -0.3 -0.3 0.0 -0.80
H 4.71591 -1.75568 0.47403 0.0 0.0 0.1 0.35
C -2.29697 2.13003 -0.64789 -0.1 -0.1 -0.1 -0.22
H 3.85480 -2.15819 -2.83819 0.0 0.0 0.0 0.42
C -0.29759 -2.30932 0.07441 0.1 -0.2 0.2 -0.32
H -2.89578 0.25525 1.98762 0.0 -0.1 0.0 0.06
H -3.78382 -0.25699 3.44500 0.0 0.0 -0.1 0.34
C -3.21370 -0.60549 2.58540 -0.2 0.2 -0.1 -0.53
C -2.46626 0.11381 -1.91443 0.2 0.2 0.0 -0.98
H 2.79898 4.38837 -0.15456 0.1 0.1 0.0 0.45
H -7.41579 -0.07820 -0.09362 0.0 -0.1 -0.1 0.26
H -0.06563 -2.56266 3.89372 0.0 0.0 0.1 0.46
C 3.75108 4.43013 2.21931 0.1 0.2 0.0 -0.90
C -1.20622 -1.83510 2.24646 0.1 0.0 0.0 1.03
C 2.18382 3.52348 0.03808 0.3 0.2 0.3 -0.68
C -6.45712 -0.23945 -0.58401 -0.1 -0.2 -0.1 -0.85
H 2.36121 -4.35499 0.19121 -0.1 0.0 -0.1 0.69
H 1.36756 1.31975 2.45603 0.0 -0.1 0.1 0.55
C -4.36405 0.89177 -0.66301 0.1 0.1 0.0 0.91
C -0.25789 1.33533 -1.90434 0.1 0.2 0.0 0.13
C 0.57806 1.91998 -0.78574 0.1 0.1 -0.3 -0.43
C 0.86644 -3.04188 2.02172 -0.1 0.1 0.0 -0.36
H -0.37948 -2.21761 -0.99798 0.0 0.0 -0.2 0.22
```
Positions in Å, forces in eV/Å.

Its net charge is 0. As for the spin multiplicity: 1. Its largest force on an atom is 0.63 eV/A. The total energy is -1479.56112 Eh. The LUMO energy comes out at 0.731 eV. The gap between HOMO and LUMO is 9.0 eV. Its SMILES is COc1ccc(CN(C)C[C@H](O)COC(c2ccc(OC)cc2)c2ccc(OC)cc2)cc1.


[2]
C25H17N7Pt | the ωB97M-V functional and the def2-TZVPD basis

```
50
Properties=species:S:1:pos:R:3:forces:R:3:mulliken_charge:R:1
H -6.90684 -1.08327 -4.39033 0.1 0.1 -0.1 0.46
C -4.99954 -1.37577 -3.46333 2.9 -0.6 0.7 -0.17
H 2.03636 -3.40827 -3.20943 -0.1 0.2 0.1 0.42
H 2.58186 3.97843 5.70607 0.0 0.0 0.1 0.43
H -4.51084 -1.50157 -0.09373 0.0 0.0 0.1 0.50
Pt 0.10526 -1.13387 -1.66593 2.2 0.2 0.7 0.94
C -6.37654 -1.12337 -1.07143 -2.9 0.5 -0.3 -0.38
N 1.28246 -0.14307 -0.15433 -0.1 0.0 0.1 -0.54
C 2.87826 -1.85877 -0.41733 0.9 -0.5 0.4 0.37
C -1.13474 2.62923 0.05777 1.1 -1.0 -0.1 -0.38
C 3.04326 1.52753 3.36937 0.2 0.2 0.4 0.77
C 0.82396 1.01223 0.34147 0.2 0.0 0.3 0.31
H -8.10104 -0.62927 -2.27743 0.0 -0.1 0.0 0.46
C -4.30144 -1.53127 -2.24973 -2.0 0.3 0.0 0.49
C -2.15854 2.75873 -1.98023 0.7 -0.7 -0.6 -0.32
C -7.05104 -0.89397 -2.26703 0.4 -0.1 0.2 -0.48
H -6.94454 -1.09247 -0.14753 0.1 0.0 0.1 0.45
N -0.48204 1.13973 -1.65593 0.4 -0.9 0.2 -0.56
C 2.46156 2.64623 3.98667 0.5 -0.4 0.2 -0.49
N 4.00446 2.48723 5.68997 -0.3 -0.3 -0.7 0.10
C -6.35274 -1.09987 -3.45633 -2.9 0.4 0.1 -0.37
C 3.76446 -3.88247 -1.98813 -1.0 0.5 -0.4 -0.37
C 4.60706 1.45353 5.20857 1.2 -1.1 0.0 -0.52
N 2.19016 -2.18317 -1.52723 -1.1 0.9 0.1 -0.49
H -2.87274 3.27783 -2.60523 0.0 0.0 -0.1 0.47
C 3.00076 -0.17267 1.48937 -0.3 0.2 0.1 -0.03
C -1.37444 1.69313 -2.45313 -0.5 0.6 -0.3 -0.29
H 4.63196 -2.43257 0.77657 0.0 0.1 0.0 0.44
C 4.03296 -2.60347 -0.10833 -1.4 1.1 0.0 -0.12
N 4.40616 -3.56567 -0.90333 1.6 -1.1 0.4 -0.44
H -1.11204 2.99123 1.07677 0.1 0.0 0.1 0.43
C 2.48616 0.98033 2.10157 -0.3 -0.4 -0.7 1.39
C 4.14046 0.92423 4.00157 -0.4 0.5 0.1 -0.49
C 2.99226 3.11333 5.19167 -1.1 1.2 0.0 -0.52
H 1.61166 3.18033 3.59327 0.0 0.0 0.0 0.39
C -0.28584 1.61073 -0.41333 -0.6 0.6 0.1 0.15
N -2.02804 3.14333 -0.73973 -1.2 1.2 0.5 -0.47
H 4.65816 0.06153 3.61617 0.1 0.0 0.0 0.39
H -1.46794 1.33353 -3.47063 0.0 -0.1 0.1 0.58
H 5.45316 1.02363 5.73767 0.0 0.0 0.1 0.44
C -5.02664 -1.41267 -1.03903 2.6 -0.5 -0.8 -0.21
H -4.46354 -1.45457 -4.39873 0.0 0.0 -0.2 0.53
C 2.38606 -0.70527 0.35587 0.0 0.1 0.0 0.02
H 1.01746 2.54603 1.79427 -0.1 0.1 0.0 0.50
H 4.14106 -4.69577 -2.60013 -0.1 0.1 0.0 0.42
C 1.40826 1.60273 1.45717 0.0 -0.3 -0.2 -0.44
H 3.87216 -0.66337 1.88707 0.1 -0.1 0.0 0.33
C 2.59796 -3.15847 -2.31343 0.3 -0.8 -0.5 -0.10
C -2.91324 -1.64107 -2.21533 3.1 -0.3 0.0 0.46
N -1.75144 -1.66877 -2.16323 -2.7 0.1 -0.3 -0.47
```
Positions in Å, forces in eV/Å.

Its net charge is +4. As for the spin multiplicity: 5. Its largest force on an atom is 3.14 eV/A. The total energy is -1463.78943 Eh. The LUMO energy (spin up / spin down) comes out at -12.232 / -15.881 eV. The gap between HOMO and LUMO (spin up / spin down) is 7.4 / 3.9 eV.


[3]
C2H4NO2P | the ωB97M-V functional and the def2-TZVPD basis

```
10
Properties=species:S:1:pos:R:3:forces:R:3:mulliken_charge:R:1
H -0.66834 -0.90271 1.12081 0.2 -0.4 1.2 0.26
H 0.38043 0.69816 -0.93884 1.7 1.0 -2.9 0.32
C -0.11999 0.80967 -0.06195 -0.5 -0.3 1.8 -0.65
C -0.51680 -0.66159 0.09585 1.1 -0.6 0.8 -0.31
O -3.77101 0.01904 -0.28595 2.4 1.2 -0.3 -0.61
H 0.59911 1.23468 0.71164 -1.2 -0.6 -0.8 0.36
O -1.72563 -0.87619 -0.53539 -1.4 0.5 -0.7 -0.32
N -2.55411 0.33031 -0.32264 -3.1 -3.8 -0.2 0.69
H 0.20363 -1.40886 -0.35613 -0.6 1.1 0.5 0.26
P -1.74930 1.70653 -0.27753 1.4 1.8 0.7 0.00
```
Positions in Å, forces in eV/Å.

Its net charge is 0. As for the spin multiplicity: 1. Its largest force on an atom is 4.92 eV/A. The total energy is -625.04167 Eh. The LUMO energy (spin up / spin down) comes out at -0.418 / -0.419 eV. The gap between HOMO and LUMO (spin up / spin down) is 8.4 / 8.4 eV. Its SMILES is [O-][N+]1=PCCO1.


[4]
C2H6N4S | the ωB97M-V functional and the def2-TZVPD basis

```
13
Properties=species:S:1:pos:R:3:forces:R:3:mulliken_charge:R:1
H -1.24975 1.50005 -2.36775 -0.2 0.1 -0.6 0.33
C -0.24527 -1.07074 0.72082 0.1 1.0 -1.1 -0.07
H 0.83760 -1.55049 3.52127 -0.5 0.4 -0.3 0.25
N 0.02482 -1.07204 -0.65820 0.5 -0.3 -0.4 -0.26
N 0.07113 -1.44525 2.85405 0.4 -0.2 1.1 -0.46
C -0.54164 1.08647 -1.67802 0.6 -0.8 1.9 -0.19
H -1.45699 -0.73804 -2.04056 0.6 0.2 0.2 0.24
S 0.45337 2.03503 -0.75802 -0.5 -0.6 -0.8 -0.27
N 0.61079 -1.40609 1.57727 -0.3 -0.3 -0.5 -0.30
H -0.50856 -0.62751 3.04788 0.4 -0.2 0.2 0.23
N -0.69744 -0.27418 -1.53802 -0.2 0.7 0.1 -0.16
H -1.23129 -0.69139 0.97080 -0.3 -0.2 0.0 0.34
H 1.01153 -1.16460 -0.90580 -0.5 0.1 0.1 0.29
```
Positions in Å, forces in eV/Å.

Its net charge is 0. As for the spin multiplicity: 1. Its largest force on an atom is 2.17 eV/A. The total energy is -696.93692 Eh. The LUMO energy comes out at 0.498 eV. The gap between HOMO and LUMO is 8.8 eV. Its SMILES is N/N=C/NNC=S.


[5]
C16H35N2O6S | the ωB97M-V functional and the def2-TZVPD basis

```
60
Properties=species:S:1:pos:R:3:forces:R:3:mulliken_charge:R:1
H -1.05358 -0.87250 1.78998 0.0 0.0 0.0 0.19
H 0.63484 -4.25961 2.15565 0.0 0.0 0.0 0.25
C 1.13208 2.15839 0.93055 0.0 0.3 -0.2 -1.55
C -5.06725 2.26097 -0.68405 -0.1 0.0 0.0 -1.39
C -2.26617 -0.30042 -3.22951 0.0 0.0 0.0 -1.24
C 2.25436 3.04381 0.40920 -0.2 0.5 0.0 1.63
H -2.04010 -1.22551 -2.70026 -0.1 0.0 0.0 0.23
H 3.20705 1.24895 -0.34398 -0.2 -0.2 -0.3 -0.33
C 3.02234 -2.31956 0.39451 0.1 0.1 -0.1 -0.29
H 3.00053 -1.45464 -0.27518 -0.1 0.0 0.0 -0.08
H 1.52166 -4.67769 3.61672 0.0 0.0 0.0 0.37
C -0.07954 -1.14011 2.19847 0.0 0.0 0.1 -1.32
C 2.79278 3.91642 1.56286 -0.1 1.7 -0.1 0.11
O 2.58527 5.15249 1.50910 0.2 -1.2 0.1 -0.74
H 2.24261 -4.98502 2.04737 0.0 0.0 -0.1 0.28
C 3.40106 2.31938 -0.31665 0.1 -0.7 0.1 0.02
H -4.46589 -0.91096 -0.70620 0.0 0.0 0.0 0.35
O 1.83784 4.10668 -3.08096 0.4 0.4 -0.2 -0.66
H 3.32470 -2.97552 2.90227 0.0 0.0 -0.1 0.41
H -3.24834 0.95908 0.70267 0.0 0.0 0.0 0.37
C -1.95540 0.94210 -2.38254 0.1 0.1 -0.1 0.01
H -0.95311 0.84525 -1.96372 0.0 0.0 0.1 -0.30
H 3.04480 -4.48853 0.07583 -0.1 0.0 0.0 0.24
H -6.01945 2.57732 -1.11325 0.0 0.0 0.0 0.44
C 0.78196 -1.72193 1.08906 -0.2 0.0 0.0 -0.52
N 2.13751 -2.02255 1.50468 0.1 -0.1 -0.1 0.28
H -1.64494 -0.28823 -4.12704 0.0 0.0 0.0 0.45
H 4.36947 2.42034 0.14672 0.1 0.5 0.2 0.41
O 3.47154 2.85635 -1.65482 -0.1 -0.1 -0.4 -0.41
H 1.83580 -2.35063 3.52131 -0.1 0.0 0.0 0.38
H -4.73829 0.79340 -2.21392 0.0 0.0 0.0 0.28
H -0.25509 -1.84759 3.01066 0.0 0.0 0.0 0.45
H -1.89794 1.80463 -3.05209 -0.1 0.0 0.0 0.48
H 0.37438 -0.24101 2.61608 0.0 0.0 0.0 0.29
C 2.74670 -3.57723 -0.44194 0.1 0.0 0.0 -1.13
H 3.32424 -3.53233 -1.36763 0.0 0.0 0.0 0.47
H 0.26406 -2.59882 0.66328 0.0 0.0 0.0 0.32
H -2.87431 -1.67784 -0.77276 0.0 0.0 -0.1 0.25
H 0.62604 2.69416 1.72339 -0.1 -0.1 0.3 0.42
H -3.62941 -1.35703 0.77685 0.0 0.0 0.0 0.44
H 4.04614 -2.36383 0.77586 0.0 0.0 0.1 0.50
C 1.62854 -4.27919 2.60524 0.1 0.0 0.1 -0.98
H -4.58328 3.13441 -0.24608 0.0 0.0 0.0 0.32
C -3.48507 -0.95779 -0.23004 0.1 0.0 0.1 -1.22
N -2.87244 1.28780 -1.30695 0.1 -0.1 -0.1 0.31
H -4.07582 2.38309 -2.56737 0.1 0.0 -0.1 0.43
C 2.26205 -2.87987 2.66629 0.0 0.0 0.2 -0.73
H 0.39971 1.98742 0.15244 -0.1 -0.2 -0.3 0.30
O 1.27207 1.94409 -2.13542 -0.3 -0.3 0.2 -0.49
H 0.84160 -0.98149 0.28576 0.1 0.0 0.0 0.47
O 3.36496 3.21596 2.41424 0.2 -0.3 0.2 -0.72
H 1.69577 -3.66545 -0.71864 0.0 0.0 0.0 0.24
H 1.50255 1.20680 1.28895 0.2 -0.1 0.2 0.24
C -4.19598 1.64603 -1.76916 -0.1 -0.1 0.1 -0.39
H -5.29182 1.55325 0.11487 0.0 0.0 0.0 0.28
H -3.30790 -0.33441 -3.55385 0.0 0.0 0.0 0.29
H -1.76331 0.29840 0.11735 0.1 0.0 -0.1 -0.40
S 1.95406 3.19367 -2.00650 0.3 0.0 0.0 1.10
O 1.67840 3.91308 -0.66148 -0.4 -0.3 0.2 -0.45
C -2.81505 0.42354 -0.14621 -0.1 0.0 0.3 0.03
```
Positions in Å, forces in eV/Å.

Its net charge is -1. As for the spin multiplicity: 1. Its largest force on an atom is 1.70 eV/A. The total energy is -1589.81941 Eh. The LUMO energy comes out at 2.549 eV. The gap between HOMO and LUMO is 7.6 eV.


[6]
C2H2AgO | the ωB97M-V functional and the def2-TZVPD basis

```
6
Properties=species:S:1:pos:R:3:forces:R:3:mulliken_charge:R:1
Ag 0.79821 0.91548 -0.94468 0.1 0.0 0.1 -0.47
H 1.91245 -1.14260 -0.03808 0.1 0.2 0.1 0.25
C -1.15221 -0.74482 -0.05530 -0.2 0.2 0.2 -0.95
O 2.49265 -0.36865 -0.10615 -0.1 -0.2 -0.1 -0.95
H -2.32259 1.09529 0.72001 0.3 -0.3 0.0 0.42
C -1.72851 0.24531 0.42420 -0.2 0.0 -0.2 -0.30
```
Positions in Å, forces in eV/Å.

Its net charge is -2. As for the spin multiplicity: 2. Its largest force on an atom is 0.43 eV/A. The total energy is -299.37742 Eh. The LUMO energy (spin up / spin down) comes out at 7.815 / 7.578 eV. The gap between HOMO and LUMO (spin up / spin down) is 4.7 / 7.2 eV.